(1)
Density functional theory data (wB97M-V/def2-TZVPD) for a cluster of 2 separate species, C4H14N2O in total at a distorted geometry.

The value obtained for the largest force on an atom is 0.0904 hartree/bohr. The total energy comes out at -345.47074 Eh. The multiplicity is 1. As for the HOMO energy: -8.91 eV. Its SMILES is CNC[C@H](C)N.O.

CARTESIAN COORDINATES (ANGSTROEM)
H 0.99072 -1.34198 -0.76111
N 0.14632 1.43175 0.76550
H 1.23375 1.23453 -0.91423
H 2.85166 1.39306 0.91079
H 0.65428 2.16456 1.24419
H -0.60267 -2.72962 -2.12532
C 2.36534 0.39996 0.60675
H -1.66681 0.93034 1.60944
H 2.31059 -0.13965 1.66907
H -2.06067 -2.34986 -1.03039
H -0.09172 -0.99952 0.63984
H 3.29470 -0.07156 -0.13337
H -1.52256 0.04286 -1.11073
H -2.87397 1.26133 2.40432
N -0.73869 -0.58121 -1.42812
H -0.40957 2.00078 0.17284
C 1.01448 0.65081 0.01461
C -1.37304 -1.93409 -1.78966
O -1.98503 1.08324 2.51871
C 0.27591 -0.61287 -0.41969
H -1.81303 -1.83285 -2.84345

Force components x, y, z for each atom (eV/Å):
0.5119 -0.3196 -0.0828
-0.7355 1.6402 2.4162
0.1274 -0.5627 0.0103
-0.8163 -1.0631 -0.5168
0.1807 -0.1427 0.6349
-0.6166 1.3344 1.4043
3.6182 -0.4966 1.9445
0.5272 0.0652 0.7110
0.1575 0.5837 -2.4373
0.2978 0.2221 -0.4515
0.3441 0.2438 -1.7697
-3.2588 0.9400 2.0722
0.9386 -0.8839 -0.5654
-3.0106 0.5733 -0.0300
-2.1656 0.0208 -0.2803
-0.8390 0.2684 -0.9156
0.9459 -0.4585 -4.5282
1.5127 0.3055 -2.0624
2.3373 -0.6326 -0.2587
0.2017 -1.9344 2.8990
-0.2587 0.2968 1.8065


(2)
Density functional theory data (wB97M-V/def2-TZVPD) for a cluster of 2 separate species, C4H14N2O in total at a distorted geometry.

The value obtained for the largest force on an atom is 0.0346 hartree/bohr. The total energy comes out at -345.52890 Eh. The multiplicity is 1. As for the HOMO energy: -8.84 eV. Its SMILES is CC[C@H](N)CN.O.

CARTESIAN COORDINATES (ANGSTROEM)
H -2.24513 1.99233 -1.34922
H 1.44769 0.61789 -1.71535
H -0.26487 -0.82713 -0.22163
C -0.53331 1.33780 -0.11836
C 0.29038 0.06713 0.07294
O -2.28464 -2.16396 0.98477
H 1.01809 0.69353 1.95778
H 3.05814 -1.20148 -0.27842
H -1.46088 -2.63476 0.99978
H 2.52377 -1.37835 -1.82250
C 1.60053 0.13711 -0.74476
H 1.19975 -0.98123 1.58198
H 2.20936 0.86266 -0.19120
H 0.05750 2.06840 -0.66428
N 0.65510 -0.12882 1.48603
H -2.14809 -1.54949 1.70947
C -1.97791 1.18990 -0.66990
N 2.24975 -1.16443 -0.87823
H -0.70371 1.73798 0.89373
H -1.96522 0.20689 -1.14984
H -2.72632 1.11800 0.11722

Force components x, y, z for each atom (eV/Å):
-0.0579 -0.0720 -0.1547
-0.1956 -0.3269 -0.1547
-0.0400 0.1269 -0.1262
-0.9053 0.5103 1.4439
0.8238 -0.0207 0.0054
-0.3996 0.2652 0.1178
0.2631 -0.3829 -0.2800
0.1946 -0.2149 -0.1260
0.6221 -0.5818 -0.2404
0.0848 0.0545 -0.0620
-0.4313 0.4441 -0.1919
0.1937 0.5257 0.2681
0.2375 -0.1203 -0.0744
-0.0921 0.1520 -0.1825
-1.0927 -0.5452 -0.0660
-0.1711 0.3494 0.1172
1.0455 -1.0359 -0.1418
-0.1173 0.2145 0.4633
0.4959 0.2318 -0.2235
-0.5672 0.2907 -0.4902
0.1088 0.1356 0.0985


(3)
Density functional theory data (wB97M-V/def2-TZVPD) for a cluster of 2 separate species, C4H14N2O in total at a distorted geometry.

The value obtained for the largest force on an atom is 0.0720 hartree/bohr. The total energy comes out at -345.49831 Eh. The multiplicity is 1. As for the HOMO energy: -9.18 eV. Its SMILES is NCCCCN.O.

CARTESIAN COORDINATES (ANGSTROEM)
H 0.98289 -1.26070 -0.91935
N 1.23949 -0.41466 1.78372
H -1.69288 0.77630 -2.33266
C -1.61600 1.01656 -1.27032
C 0.28593 -1.39701 1.07353
H 0.57366 0.89933 -1.30996
C -0.27007 0.57395 -0.73983
H -0.12109 1.09107 0.28635
H 2.33688 0.58049 0.04313
O 3.05274 0.77341 -0.60872
H 3.33377 1.66244 -0.22934
C 0.01724 -0.89678 -0.47063
H 1.95325 -0.95070 2.27748
H 0.81671 -2.29185 0.80016
H -0.81154 -1.59096 -0.73153
N -2.67643 0.63343 -0.28429
H -3.54048 0.15544 -0.69624
H 0.78101 0.04411 2.49988
H -2.32049 0.02854 0.38696
H -0.65798 -1.56314 1.68376
H -1.66661 2.13072 -1.24208

Force components x, y, z for each atom (eV/Å):
-1.1628 0.6241 -0.2092
0.4618 -2.5672 -2.0869
-0.7098 -0.6813 0.1736
-0.2022 1.1728 0.9852
-0.1045 2.5428 -0.7684
0.1676 0.7249 -0.7106
0.6867 0.5405 2.6207
-0.2448 -0.5097 -1.4768
0.4748 -0.3666 -0.4004
-0.2487 1.8661 1.6155
-0.1969 -1.5864 -1.0148
0.0136 -1.9786 1.8264
-0.0481 0.0328 -0.3443
0.0543 -0.6833 0.9493
0.4816 0.4606 -0.5348
-2.2916 0.0305 -2.9052
1.8485 1.0104 0.6123
-1.3926 1.2858 1.5232
0.7830 -1.3476 1.2833
1.1473 0.0523 -0.8494
0.4829 -0.6229 -0.2886


(4)
Density functional theory data (wB97M-V/def2-TZVPD) for a cluster of 2 separate species, C4H14N2O in total at a distorted geometry.

The value obtained for the largest force on an atom is 0.0286 hartree/bohr. The total energy comes out at -345.52876 Eh. The multiplicity is 1. As for the HOMO energy: -9.49 eV. Its SMILES is NCCCCN.O.

CARTESIAN COORDINATES (ANGSTROEM)
C 0.15617 1.89784 -0.14479
H -0.72164 0.86351 -1.83541
C 0.13500 -1.32561 -0.59664
H 0.08470 2.92196 -0.50776
H -0.81947 1.71723 1.60158
H 0.00793 -2.25768 -0.03622
C -0.97815 -0.37524 -0.15159
H 1.11781 1.50985 -0.47983
H 1.02042 -1.81471 -2.35349
H -0.46370 -2.18888 -2.36549
O 1.07516 -1.09300 2.60996
H 0.56560 1.12312 1.65862
N 0.11912 1.98078 1.32673
N 0.13080 -1.41343 -2.06757
H -1.90638 -0.85908 -0.43703
H 1.15025 -1.01945 -0.31496
H -1.05591 -0.33967 0.93500
H 1.63869 -0.30222 2.70396
C -0.91003 1.02411 -0.77540
H -1.89152 1.47489 -0.65108
H 1.54516 -1.52431 1.88140

Force components x, y, z for each atom (eV/Å):
0.1267 0.3258 -0.1685
-0.0335 0.3479 -0.1081
0.1372 0.3527 0.2480
-0.0317 0.0000 -0.2912
-0.5306 0.6289 0.1137
-0.1750 -0.3219 -0.3670
0.1491 -0.0750 0.0203
0.2793 0.1455 0.2165
0.2887 0.4599 -0.0218
-0.5177 0.4405 0.1751
0.8980 0.5820 -0.4166
0.3216 0.3437 0.0124
0.1941 -1.2219 0.0440
0.3508 -1.4253 -0.0920
-0.3101 -0.0429 -0.3260
-0.2110 0.5178 0.0420
0.3010 0.0217 0.1024
-0.4375 -0.3071 0.4042
-0.2794 -0.7180 0.3755
-0.1606 0.2440 -0.0878
-0.3595 -0.2983 0.1250


(5)
Density functional theory data (wB97M-V/def2-TZVPD) for a cluster of 2 separate species, C4H14N2O in total.

The value obtained for the largest force on an atom is 0.0070 hartree/bohr. The total energy comes out at -345.54415 Eh. The multiplicity is 1. As for the HOMO energy: -8.31 eV. Its SMILES is CC(C)NCN.O.

CARTESIAN COORDINATES (ANGSTROEM)
H -0.47075 1.58638 -1.84445
H 0.10542 -0.59914 -2.55122
C -0.90607 -1.92909 0.99926
N 0.50692 1.36574 -1.98920
H -1.48469 -1.10355 -0.86329
N 0.51067 -0.68413 -0.51765
H -1.57017 1.27476 -0.11882
H 3.00933 1.53806 1.38604
C -0.85691 -0.79695 -0.01842
C -1.42914 0.48074 0.61079
O 2.04799 1.54377 1.34235
H 1.08607 -0.21130 0.17190
H -0.28295 -1.70686 1.86970
H -0.74030 0.83415 1.37476
H 1.76841 -0.27085 -2.07791
H 1.75931 1.59470 2.26381
H -1.91772 -2.11870 1.36250
H -2.37612 0.27632 1.10487
C 0.72378 -0.07525 -1.81916
H -0.50807 -2.85241 0.57946
H 1.02499 1.85360 -1.26534

Force components x, y, z for each atom (eV/Å):
0.0384 0.0611 -0.0597
-0.0126 0.0056 0.0302
0.1245 -0.2616 0.2136
-0.0318 -0.2363 0.1442
0.0386 0.1307 -0.0531
-0.0989 0.1565 -0.0525
-0.0502 0.0516 0.0541
0.0219 0.0029 -0.0060
-0.0828 -0.1872 0.0242
0.1218 -0.1987 -0.1359
-0.0546 -0.0085 0.2108
0.0402 -0.0414 0.0273
0.0006 0.1616 0.0212
0.1204 0.1347 0.0904
-0.0849 0.0263 -0.0566
0.0563 0.0052 -0.2228
-0.0329 0.0650 -0.0460
-0.1778 0.0074 -0.0390
0.1590 0.0062 0.0193
-0.0607 0.0244 -0.1338
-0.0344 0.0943 -0.0298


(6)
Density functional theory data (wB97M-V/def2-TZVPD) for a cluster of 2 separate species, C4H14N2O in total at a distorted geometry.

The value obtained for the largest force on an atom is 0.0656 hartree/bohr. The total energy comes out at -345.51816 Eh. The multiplicity is 1. As for the HOMO energy: -8.73 eV. Its SMILES is CC[C@@H](N)CN.O.

CARTESIAN COORDINATES (ANGSTROEM)
N 1.38980 -1.65383 1.69594
H 1.16956 0.33517 2.18204
H 1.28651 -0.71154 -3.54893
H -0.82867 1.97376 1.45936
H 0.58733 1.42994 -0.89368
C 0.90946 -0.31361 1.34858
H -0.14796 -0.46162 -3.20783
C -0.94322 1.26911 0.64663
C -0.58753 -0.19878 1.02894
H 0.82026 -2.36256 1.27258
H 1.41742 0.16174 0.50104
C -0.47857 1.68952 -0.71801
N -0.90712 -1.03646 -0.14465
H -1.13483 -2.00390 0.02831
O 0.67564 0.01761 -3.35317
H -1.08606 1.16510 -1.47110
H -0.53445 2.74384 -1.05166
H 1.73363 -1.76474 2.63184
H -2.08548 1.33358 0.52214
H -0.06783 -0.95664 -0.72622
H -1.18788 -0.65569 1.79784

Force components x, y, z for each atom (eV/Å):
0.0412 1.1056 -1.1776
-0.1695 0.2039 0.2099
-0.0157 0.4534 -0.0002
0.8999 0.1591 0.2179
-0.5952 0.0407 -0.0870
-0.0148 0.2252 0.8543
-0.2043 0.2501 0.0611
-3.3497 -0.1865 0.3353
0.2534 -0.1176 -0.9624
0.0984 -0.4716 0.4811
0.3092 -0.5290 -0.1419
1.3581 0.1038 -1.4917
0.7750 0.6025 -0.7143
0.2329 0.0014 0.2907
0.2295 -0.7584 -0.0641
0.4329 -0.0374 0.2376
-0.2605 -0.2560 0.9543
-0.4403 -0.3130 -0.0180
1.2787 -0.5152 0.4498
-0.5871 -0.5458 -0.2887
-0.2722 0.5849 0.8538